1.
Computed, not measured: a molecular structure, C20H23AlClOPS at a distorted geometry, with ωB97M-V with the def2-TZVPD basis set.

The LUMO energy comes out at -7.84 eV. The value obtained for the gap between HOMO and LUMO is 7.414 eV.

```
! RIJCOSX wB97M-V def2-TZVPD def2/J DEFGRID3
* xyz 2 1
Al -2.02 -0.52 1.31
Cl -4.05 -1.05 2.27
P -0.39 -0.51 -0.12
C 1.31 -0.99 0.37
C 2.48 -0.40 -0.10
C 3.73 -0.86 0.33
C 3.81 -1.92 1.24
C 2.64 -2.51 1.72
C 1.40 -2.04 1.30
C -0.90 -1.88 -1.23
C -2.22 -1.82 -1.71
C -2.73 -2.85 -2.50
C -1.92 -3.94 -2.82
C -0.61 -4.00 -2.36
C -0.10 -2.98 -1.56
C -0.23 0.88 -1.30
C -1.00 2.03 -1.07
C -0.96 3.10 -1.96
C -0.16 3.02 -3.10
C 0.58 1.87 -3.36
C 0.55 0.80 -2.46
H -2.85 -0.97 -1.46
H -3.75 -2.80 -2.85
H -2.32 -4.75 -3.44
H 0.02 -4.85 -2.62
H 0.92 -3.03 -1.20
H 2.43 0.44 -0.79
H 4.63 -0.39 -0.03
H 4.78 -2.28 1.57
H 2.69 -3.32 2.44
H 0.48 -2.47 1.69
H -1.64 2.06 -0.19
H -1.56 3.98 -1.77
H -0.14 3.85 -3.81
H 1.19 1.80 -4.26
H 1.11 -0.10 -2.68
H 5.96 3.68 0.84
H 5.60 4.22 0.47
C -2.79 2.52 2.85
S -1.07 1.97 2.57
C -0.59 2.12 4.32
O -1.41 0.47 2.71
H -2.80 3.58 3.17
H -3.30 1.90 3.63
H -3.36 2.44 1.91
H -1.27 1.54 4.98
H 0.45 1.75 4.45
H -0.62 3.19 4.62
*
```


2.
Computed, not measured: a gas-phase ion, C9H14N (charge +1) at a distorted geometry, with ωB97M-V with the def2-TZVPD basis set.

As for the SMILES: C=C1C=C[C@H](C[N+](=C)C)C1. The LUMO energy comes out at -4.71 eV. The value obtained for the gap between HOMO and LUMO is 7.299 eV.

```
! RIJCOSX wB97M-V def2-TZVPD def2/J DEFGRID3
* xyz 1 1
C 2.16 2.46 -1.79
C 1.09 1.70 -1.69
C 0.12 1.23 -2.76
C -0.59 0.20 -2.32
C -0.21 -0.23 -0.81
C -1.35 -0.67 0.15
N -0.84 -0.97 1.60
C -0.88 -0.11 2.52
C -0.22 -2.27 1.80
C 0.58 1.00 -0.43
H 2.71 2.77 -0.97
H 2.40 2.94 -2.68
H 0.08 1.57 -3.74
H -1.43 -0.28 -2.67
H 0.53 -1.04 -0.93
H -2.11 0.17 0.27
H -1.80 -1.64 -0.29
H -0.39 -0.29 3.47
H -1.04 0.89 2.15
H -0.01 -2.64 2.74
H -0.93 -3.01 1.18
H 0.70 -2.16 1.14
H -0.04 1.76 0.13
H 1.27 0.82 0.40
*
```


3.
Computed, not measured: 2 unconnected molecules or ions with the total composition C11H15N at a distorted geometry, with ωB97M-V with the def2-TZVPD basis set.

The LUMO energy (spin up / spin down) comes out at -3.70 / -6.86 eV. The value obtained for the gap between HOMO and LUMO (spin up / spin down) is 9.233 / 6.717 eV.

```
! RIJCOSX wB97M-V def2-TZVPD def2/J DEFGRID3
* xyz 1 2
C 0.00 2.45 2.82
C -0.70 0.99 0.78
C -0.02 1.23 1.99
C -0.46 -0.34 0.39
C 0.61 -0.01 2.31
C -1.48 1.82 -0.05
C -1.92 1.32 -1.26
C -1.63 0.00 -1.60
C -1.01 -0.90 -0.73
N 0.33 -0.93 1.40
H -1.79 2.81 0.28
H -2.49 1.93 -1.95
H -1.98 -0.32 -2.58
H -0.80 2.50 3.55
H -0.18 3.32 2.18
H 1.39 -0.16 3.05
H 0.73 -1.86 1.37
H -0.90 -1.94 -0.99
H 0.96 2.52 3.33
C 2.51 -2.30 -1.81
C 2.23 -2.40 -3.33
H 3.25 -3.05 -1.53
H 2.85 -1.31 -1.52
H 1.59 -2.54 -1.26
H 1.36 -3.01 -3.51
H 3.13 -2.70 -3.87
H 2.06 -1.38 -3.71
*
```


4.
Computed, not measured: a single C14H11N5O5S molecule at a distorted geometry, with ωB97M-V with the def2-TZVPD basis set.

As for the SMILES: Cc1cc(NC(=O)CSc2nnc(-c3ccc([N+](=O)[O-])cc3)o2)no1. The LUMO energy comes out at -1.04 eV. The value obtained for the gap between HOMO and LUMO is 8.061 eV.

```
! RIJCOSX wB97M-V def2-TZVPD def2/J DEFGRID3
* xyz 0 1
C -0.43 -4.72 -0.11
C 0.04 -3.66 0.82
C 0.91 -2.62 0.65
C 0.92 -2.00 1.92
N 1.62 -0.88 2.35
C 2.41 -0.11 1.57
O 2.68 -0.33 0.42
C 2.97 1.12 2.29
S 1.75 2.03 3.30
C 0.50 2.21 2.12
N -0.61 2.88 2.24
N -1.30 2.69 1.11
C -0.59 1.92 0.34
C -0.91 1.41 -0.97
C -0.04 0.52 -1.61
C -0.38 0.01 -2.84
C -1.58 0.38 -3.43
N -1.93 -0.16 -4.72
O -2.95 0.24 -5.24
O -1.19 -0.99 -5.20
C -2.45 1.27 -2.81
C -2.12 1.78 -1.57
O 0.59 1.58 0.94
N 0.11 -2.61 2.75
O -0.44 -3.64 2.07
H -0.06 -5.69 0.22
H -0.08 -4.52 -1.11
H -1.52 -4.76 -0.11
H 1.48 -2.34 -0.21
H 1.44 -0.62 3.32
H 3.75 0.81 3.00
H 3.41 1.79 1.55
H 0.89 0.25 -1.14
H 0.27 -0.68 -3.36
H -3.37 1.54 -3.30
H -2.77 2.46 -1.05
*
```


M readings, ordered: 404.9 136.2 161.2 361.3 g mol⁻¹